A 15-piece molecular cluster, C33H96O15 overall at a distorted geometry, computed with ωB97M-V/def2-TZVPD.

The frontier orbital gap is 9.53 eV. For the HOMO energy, the calculation gives -9.37 eV. As for the maximum force: 0.0413 hartree/bohr. Its energy relative to the best compared isomer or geometry (same formula, charge and spin) is 0.00 kJ/mol.

Last columns: bonded neighbours and bond lengths (Å).
Element x y z (Å)
1 H -2.11290 0.90302 4.97700  O128 0.974
2 H 0.21764 -0.30969 -0.71692  C8 1.091
3 C 2.06329 1.08413 -3.48371  H58 1.098, H95 1.089, C100 1.518, H102 1.075
4 H -4.93814 1.22268 1.29282  O68 0.973
5 H -4.19461 -0.86411 -6.46527  C135 1.078
6 C 0.44887 4.39449 -0.45267  C24 1.522, O32 1.443, H59 1.109, C133 1.530
7 C -0.09236 -4.22976 -0.92713  H10 1.109, C13 1.503, H92 1.071, H138 1.087
8 C -0.41652 0.55175 -0.50169  H2 1.091, C29 1.523, H75 1.066, H77 1.107
9 O -1.00429 1.85572 1.48971  C29 1.446, H31 0.959
10 H -0.02428 -4.09263 -2.02544  C7 1.109
11 O -0.31087 2.53297 4.43184  H15 0.971, H112 0.954
12 H -3.42255 3.59252 -3.42988  C60 1.099
13 C 0.94370 -5.21855 -0.47045  C7 1.503, H20 1.091, O86 1.458, C93 1.497
14 C -2.18416 -0.68063 -3.69153  C28 1.502, H84 1.105, H120 1.114, H122 1.084
15 H 0.59764 2.70979 4.72375  O11 0.971
16 H 4.14386 0.16007 3.96224  C91 1.126
17 H -5.49882 2.86066 -1.94762  C57 1.095
18 O -3.98609 -3.00141 3.92958  H49 0.964, C79 1.419
19 H 2.59239 0.63763 3.30431  C91 1.078
20 H 0.90042 -5.38818 0.60632  C13 1.091
21 H -0.00691 4.96434 1.60706  C133 1.068
22 O 2.04926 2.28691 5.52187  H42 0.964, C134 1.450
23 H 1.52302 -7.29976 -0.77438  C93 1.099
24 C 1.72967 4.03264 -1.19141  C6 1.522, H46 1.080, H73 1.096, H137 1.097
25 H -4.71789 -1.55107 1.47166  C136 1.106
26 H -4.35457 0.36558 -5.18022  C135 1.113
27 H -1.76452 3.25073 -5.68860  C117 1.104
28 C -2.55856 -0.98544 -5.11359  C14 1.502, H56 1.073, O83 1.428, C135 1.534
29 C -0.07830 0.88834 0.94422  C8 1.523, O9 1.446, C40 1.528, H55 1.093
30 H -3.29708 -2.18746 0.70411  C136 1.100
31 H -0.72612 2.16520 2.35389  O9 0.959
32 O -0.31603 5.44268 -1.08398  C6 1.443, H142 0.960
33 H 2.48540 -2.79908 -0.28918  O113 0.983
34 H -0.41495 5.11958 -3.01986  O110 0.978
35 C -4.55178 0.56551 -1.29604  H48 1.094, H51 1.106, H99 1.100, C114 1.533
36 C -1.20182 3.53798 -3.63941  C60 1.516, O110 1.407, H116 1.099, C117 1.487
37 H -2.55651 5.08617 -3.91529  C60 1.088
38 H 3.96773 -3.93112 3.57755  C115 1.096
39 H -3.11356 -1.06111 2.15438  C136 1.089
40 C -0.10249 -0.35766 1.82763  C29 1.528, H41 1.097, H62 1.088, H67 1.117
41 H 0.71578 -1.01728 1.51483  C40 1.097
42 H 1.94388 1.83604 6.36699  O22 0.964
43 H 6.45098 0.84736 -0.97215  C70 1.090
44 C -2.16645 -3.70575 2.47953  H69 1.101, H74 1.081, C79 1.504, H96 1.107
45 H 2.17185 -2.15441 -3.34156  O131 0.964
46 H 2.20461 3.22821 -0.64869  C24 1.080
47 O -3.65311 1.97848 2.40349  H85 0.970, H87 0.966
48 H -4.50903 -0.51948 -1.16079  C35 1.094
49 H -3.41533 -2.39153 4.41106  O18 0.964
50 C 5.16064 0.37396 0.74460  C52 1.513, H66 1.094, C70 1.513, O125 1.428
51 H -3.56377 0.88124 -0.91224  C35 1.106
52 C 4.06297 1.32791 0.32549  C50 1.513, H64 1.123, H71 1.118, H94 1.068
53 H 2.53735 3.23237 3.25641  C109 1.114
54 H 6.83698 -0.62187 -0.14602  C70 1.075
55 H 0.91119 1.34034 1.04845  C29 1.093
56 H -1.96551 -0.43190 -5.81653  C28 1.073
57 C -5.58667 2.70884 -0.86658  H17 1.095, H81 1.116, C114 1.498, H144 1.089
58 H 2.77847 1.22787 -2.66263  C3 1.098
59 H -0.22340 3.51202 -0.44334  C6 1.109
60 C -2.51873 4.19998 -3.28490  H12 1.099, C36 1.516, H37 1.088, H124 1.108
61 H -4.27175 -3.85832 2.18749  C79 1.071
62 H 0.06079 0.05566 2.82068  C40 1.088
63 H -3.67018 0.65878 5.03520  O128 0.954
64 H 3.25401 1.29389 1.10397  C52 1.123
65 H 1.86964 0.14741 -6.06691  C119 1.089
66 H 5.74862 0.83273 1.54509  C50 1.094
67 H -1.10142 -0.84612 1.71699  C40 1.117
68 O -5.78987 1.00558 0.87593  H4 0.973, C114 1.447
69 H -1.50782 -3.07314 3.09451  C44 1.101
70 C 6.01223 -0.00175 -0.44877  H43 1.090, C50 1.513, H54 1.075, H108 1.075
71 H 4.43928 2.37996 0.28479  C52 1.118
72 H 1.34968 -5.27200 4.38170  C82 1.087
73 H 1.54520 3.74927 -2.23399  C24 1.096
74 H -2.09531 -4.68721 2.92742  C44 1.081
75 H -0.28039 1.33588 -1.21154  C8 1.066
76 H 3.70960 4.01424 4.35348  C109 1.085
77 H -1.46948 0.21577 -0.57045  C8 1.107
78 H 4.13861 -1.27209 0.60448  O125 0.981
79 C -3.56331 -3.15924 2.58379  O18 1.419, C44 1.504, H61 1.071, C136 1.581
80 H 1.52774 -1.57068 -5.57814  C119 1.090
81 H -4.69401 3.18425 -0.39523  C57 1.116
82 C 2.36029 -5.35205 3.99067  H72 1.087, H89 1.112, C115 1.520, H123 1.059
83 O -2.21873 -2.32777 -5.46282  C28 1.428, H139 0.958
84 H -2.25647 0.39470 -3.44683  C14 1.105
85 H -3.46999 1.27648 3.04672  O47 0.970
86 O 2.29545 -4.72638 -0.70713  C13 1.458, H141 0.954
87 H -2.80679 2.14561 1.96976  O47 0.966
88 H 1.07475 -2.94748 3.28968  C129 1.092
89 H 2.33140 -5.81630 2.98061  C82 1.112
90 H 2.08911 -3.23668 5.53374  O105 0.972
91 C 3.14547 0.60718 4.22881  H16 1.126, H19 1.078, H106 1.089, C134 1.504
92 H 0.11108 -3.26888 -0.49894  C7 1.071
93 C 0.79973 -6.55353 -1.13260  C13 1.497, H23 1.099, H126 1.095, H130 1.105
94 H 3.60766 1.05657 -0.60222  C52 1.068
95 H 2.26155 1.81559 -4.26564  C3 1.089
96 H -1.77521 -3.65005 1.44580  C44 1.107
97 H -4.65182 -1.34177 -4.84191  C135 1.081
98 H -0.28995 2.44345 -5.30658  C117 1.098
99 H -4.62646 0.83771 -2.35972  C35 1.100
100 C 2.24738 -0.30650 -4.06333  C3 1.518, H101 1.097, C119 1.483, O131 1.479
101 H 3.33123 -0.40157 -4.20216  C100 1.097
102 H 1.09281 1.34121 -3.09871  C3 1.075
103 H 2.61407 -2.19432 2.70501  C129 1.077
104 H 4.01060 2.01134 5.62291  C134 1.078
105 O 3.00458 -3.29944 5.21224  H90 0.972, C115 1.458
106 H 2.59432 -0.07101 4.87777  C91 1.089
107 H -6.65956 0.85686 -0.93593  C114 1.107
108 H 5.41236 -0.60792 -1.10403  C70 1.075
109 C 3.48978 3.09720 3.81722  H53 1.114, H76 1.085, H121 1.085, C134 1.520
110 O -0.24677 4.55861 -3.80370  H34 0.978, C36 1.407
111 H -1.88032 1.81381 -4.71377  C117 1.095
112 H -0.85360 3.18538 4.86852  O11 0.954
113 O 2.59382 -1.82393 -0.23094  H33 0.983, H127 0.979
114 C -5.70034 1.24985 -0.54699  C35 1.533, C57 1.498, O68 1.447, H107 1.107
115 C 2.92225 -3.94200 3.90657  H38 1.096, C82 1.520, O105 1.458, C129 1.522
116 H -0.87603 2.97060 -2.75602  C36 1.099
117 C -1.26308 2.70529 -4.86999  H27 1.104, C36 1.487, H98 1.098, H111 1.095
118 H 1.43896 4.07141 1.43985  C133 1.078
119 C 1.46420 -0.51712 -5.30470  H65 1.089, H80 1.090, C100 1.483, H143 1.088
120 H -2.81708 -1.22853 -2.95678  C14 1.114
121 H 4.27524 2.80943 3.12671  C109 1.085
122 H -1.18076 -1.02346 -3.46526  C14 1.084
123 H 2.86837 -5.97090 4.68328  C82 1.059
124 H -2.45225 4.55237 -2.23611  C60 1.108
125 O 4.59419 -0.79758 1.33226  C50 1.428, H78 0.981
126 H 0.87888 -6.51553 -2.22420  C93 1.095
127 H 2.24663 -1.47038 -1.07583  O113 0.979
128 O -2.85247 0.36561 4.64081  H1 0.974, H63 0.954
129 C 2.09531 -3.10965 2.93743  H88 1.092, H103 1.077, C115 1.522, H132 1.082
130 H -0.23851 -6.91117 -1.00507  C93 1.105
131 O 1.87097 -1.29357 -3.02819  H45 0.964, C100 1.479
132 H 2.08715 -3.70670 2.03553  C129 1.082
133 C 0.83404 4.82641 0.96384  C6 1.530, H21 1.068, H118 1.078, H140 1.095
134 C 3.28374 1.98012 4.82676  O22 1.450, C91 1.504, H104 1.078, C109 1.520
135 C -4.02895 -0.67196 -5.41793  H5 1.078, H26 1.113, C28 1.534, H97 1.081
136 C -3.67882 -1.86443 1.68416  H25 1.106, H30 1.100, H39 1.089, C79 1.581
137 H 2.43511 4.86562 -1.29699  C24 1.097
138 H -1.11817 -4.51637 -0.71119  C7 1.087
139 H -2.66194 -2.93178 -4.86646  O83 0.958
140 H 1.46023 5.71704 0.84365  C133 1.095
141 H 2.92731 -5.36161 -0.37813  O86 0.954
142 H -0.60404 6.01925 -0.37186  O32 0.960
143 H 0.42422 -0.32403 -5.04969  C119 1.088
144 H -6.46692 3.26881 -0.55359  C57 1.089